Below is a 8-piece molecular cluster, C11H23Cl14FNO4PS overall in a non-equilibrium geometry, with properties calculated with the ωB97M-V functional and the def2-TZVPD basis.

Computed properties:
SMILES	CP(C)N(CC(=O)O)S(=O)(=O)F.ClCCl.ClCCl.ClCCl.ClCCl.ClCCl.ClCCl.ClCCl
gap between HOMO and LUMO	9.3	eV
net charge	0
HOMO energy	-0.3367	Eh

The geometry in XYZ format:
```
56
Properties=species:S:1:pos:R:3:forces:R:3
C -3.103601 -0.546439 -2.166847 -0.2439 0.1056 0.3758
P -1.287633 -0.509182 -2.070423 0.2841 -0.9544 -0.4145
C -0.742512 1.052544 -2.869262 -0.0922 0.4422 0.4112
N -0.909116 -0.433355 -0.336247 1.0458 1.1277 -0.7747
C 0.405709 -1.103834 -0.071135 -0.4880 -0.1609 0.4989
C 1.523108 -0.794877 -1.078674 -0.3821 0.5074 0.2662
O 1.876465 -1.620545 -1.852749 0.4483 -0.6582 -0.3386
O 2.154335 0.409665 -1.005681 -0.0796 -0.1421 -0.2872
S -1.203995 0.928826 0.511542 -0.8826 -0.5101 0.5085
O -2.033898 1.784481 -0.256899 0.0435 0.1486 0.0001
O -1.537839 0.610608 1.854384 0.1677 -0.0027 0.1332
F 0.201053 1.642972 0.639041 -0.0410 -0.0481 -0.3288
H -3.390276 -1.600630 -2.173639 -0.0180 0.0866 0.0084
H -3.417684 -0.110049 -3.117774 0.0409 0.0158 0.0843
H -3.625372 -0.054123 -1.343188 0.0708 0.1231 -0.1627
H -1.558014 1.428737 -3.491210 0.1429 -0.0557 -0.0760
H 0.135617 0.839387 -3.481156 -0.1310 -0.0096 -0.0480
H -0.504028 1.862405 -2.173589 -0.0646 -0.0678 -0.0376
H 0.697200 -0.863130 0.955115 0.1739 -0.0096 -0.1445
H 0.255145 -2.180148 -0.144187 -0.1833 0.3068 0.0232
H 1.585721 1.148330 -1.259871 -0.0248 0.0357 0.3570
C -1.422040 2.829335 4.045852 0.0022 0.0504 -0.0703
Cl -0.920208 1.907158 5.466800 -0.0553 -0.0982 -0.0173
Cl -1.313328 4.575948 4.328054 0.0159 -0.0427 0.0852
H -0.769956 2.573222 3.222639 0.0466 0.0047 0.0386
H -2.447783 2.574253 3.811488 -0.0072 0.0138 0.0488
C 4.583411 3.162783 0.383127 0.0417 0.0451 0.0144
Cl 2.876798 2.843206 0.727544 0.0889 0.1764 0.1110
Cl 5.094944 2.474612 -1.160120 -0.0020 0.0003 -0.0025
H 4.727019 4.235699 0.345246 -0.0216 -0.0040 -0.0152
H 5.176309 2.717111 1.172487 -0.0160 -0.0267 -0.0118
C 0.391492 -5.806551 0.487948 -0.0023 -0.0180 0.0569
Cl 1.075620 -7.241735 -0.282707 -0.0429 -0.0105 -0.0283
Cl 1.310468 -4.345206 0.098469 0.0850 -0.2528 -0.0225
H -0.624301 -5.673541 0.135347 0.0210 -0.0066 -0.0325
H 0.417673 -5.951844 1.560988 0.0184 0.0039 -0.0046
C -1.781159 7.411691 2.176615 -0.0393 -0.0113 -0.0294
Cl -1.010015 7.738521 0.617634 -0.0135 -0.0149 -0.0074
Cl -1.163917 8.459647 3.458787 -0.0162 -0.0266 0.0215
H -2.846241 7.581596 2.074074 0.0181 0.0617 -0.0093
H -1.579332 6.384662 2.451017 0.0413 0.0220 -0.0439
C 0.354129 -3.421959 -5.138648 0.0209 0.0301 0.0280
Cl -1.142822 -2.999187 -4.299338 -0.0551 -0.1784 -0.2377
Cl 0.743632 -5.137363 -4.960269 0.1290 0.0197 -0.0353
H 0.233266 -3.211357 -6.194196 -0.0316 -0.0045 0.0097
H 1.158752 -2.839258 -4.704300 -0.0001 -0.0461 0.0454
C -1.239995 -8.064427 -4.010735 0.0118 0.0495 -0.0248
Cl -0.284790 -9.289409 -4.855780 0.0021 0.0030 0.0063
Cl -2.951231 -8.115409 -4.460192 0.0124 0.0004 0.0110
H -1.161157 -8.245066 -2.946883 0.0003 -0.0325 0.0414
H -0.848457 -7.089936 -4.275654 -0.0677 -0.0416 0.0155
C 1.975026 3.577646 7.009967 -0.0185 0.0025 -0.0303
Cl 2.523542 2.692267 8.440627 0.0016 -0.0089 -0.0033
Cl 2.015077 5.329082 7.246334 -0.0003 0.0017 -0.0067
H 2.632506 3.330329 6.185157 0.0136 0.0084 0.0164
H 0.955336 3.282693 6.796683 0.0320 0.0501 0.0290
```
Forces are in eV/Å.